Computed, not measured: a 8-piece molecular cluster, C33H29N3O16 overall at a distorted geometry, with ωB97M-V/def2-TZVPD.

Positions of all 81 atoms, in Å:
O: 8.5293 10.8050 7.5710
C: 9.2866 11.3047 8.3651
C: 9.0602 11.4755 9.8393
C: 9.9604 12.0429 10.6329
C: 11.2959 12.6353 10.1474
O: 12.1115 13.1388 10.9344
C: 11.6093 12.3855 8.7029
C: 10.7092 11.7725 7.9189
H: 8.0548 11.2793 10.2449
H: 9.8053 12.0689 11.6831
H: 12.4929 12.7868 8.2087
H: 10.8303 11.7028 6.8560
O: 12.0113 9.6594 10.8371
C: 12.3129 9.1641 11.9071
C: 12.4250 10.0394 13.1468
C: 12.5391 9.4765 14.3550
C: 12.5489 8.0145 14.4918
O: 12.5909 7.4484 15.5502
C: 12.5227 7.1406 13.2804
C: 12.3694 7.6626 12.0181
H: 12.2113 11.1074 12.9892
H: 12.6821 10.0425 15.2625
H: 12.5020 6.0717 13.4762
H: 12.2301 7.0540 11.1532
O: 20.0077 12.8836 8.6707
C: 19.9997 11.6913 8.4581
C: 21.1348 10.7554 8.9906
C: 21.2857 9.4544 8.7325
C: 20.1637 8.7801 7.8923
O: 20.1347 7.6522 7.4219
C: 19.1060 9.7007 7.3986
C: 19.0437 11.0161 7.5389
H: 21.8086 11.3183 9.6280
H: 22.1635 8.8883 8.9176
H: 18.3871 9.1600 6.8266
H: 18.2180 11.5897 7.1329
O: 18.1368 10.1992 11.2474
C: 19.2261 10.0424 11.7516
C: 19.7961 11.2075 12.4429
C: 20.8785 11.1022 13.2304
C: 21.7428 9.8748 13.1253
O: 22.8785 9.8422 13.4115
C: 21.0597 8.6574 12.4218
C: 19.9431 8.7511 11.7124
H: 19.2742 12.1448 12.3082
H: 21.2873 11.8840 13.8597
H: 21.6428 7.7464 12.3463
H: 19.5339 7.9484 11.1193
O: 16.4724 13.8896 13.6788
C: 16.4060 13.3767 12.5681
C: 17.3223 13.8767 11.4643
C: 17.3592 13.3159 10.3083
C: 16.3693 12.2402 10.0051
O: 16.2826 11.8957 8.8444
C: 15.4242 11.7301 11.0610
C: 15.4631 12.2342 12.3252
H: 17.7403 14.8639 11.6898
H: 17.8927 13.7118 9.4948
H: 14.6611 11.0598 10.7198
H: 14.9803 11.8272 13.2106
C: 14.5048 9.3274 7.8967
N: 14.9382 10.0372 6.6309
O: 16.0355 9.7440 6.2358
O: 14.1408 10.7412 6.0164
H: 14.9517 9.9266 8.6841
H: 14.9376 8.2939 7.8372
H: 13.4021 9.3759 8.0008
C: 14.4716 14.6136 15.8787
N: 13.7959 13.3570 15.3921
O: 12.7344 13.4896 14.8292
O: 14.4488 12.3192 15.5905
H: 13.7362 15.4170 15.9265
H: 15.2674 14.7110 15.1919
H: 14.8980 14.5073 16.9315
C: 12.2191 16.0238 12.1234
N: 12.9627 16.7722 13.2066
O: 12.2770 17.4728 13.9455
O: 14.1680 16.7138 13.1743
H: 12.9329 15.8557 11.3009
H: 11.3932 16.7059 11.8551
H: 11.8506 15.0113 12.4918

Output
Calculated total energy = -2642.49334 hartree
Frontier orbital gap = 8.4 eV
SMILES = O=C1C=CC(=O)C=C1.O=C1C=CC(=O)C=C1.O=C1C=CC(=O)C=C1.O=C1C=CC(=O)C=C1.O=C1C=CC(=O)C=C1.C[N+](=O)[O-].C[N+](=O)[O-].C[N+](=O)[O-]
Charge = 0
Spin multiplicity = 1

---

Computed, not measured: one molecule with the formula C4H8O2, with ωB97M-V/def2-TZVPD.

Positions of all 14 atoms, in Å:
C: 1.6402 -0.3500 0.6227
C: 0.1654 0.0093 0.7104
O: -0.0279 1.4034 0.5984
C: -0.6904 -0.5536 -0.4361
C: -1.8273 0.3315 -0.7181
O: -0.4549 0.3022 -1.6185
H: 2.0671 -0.0477 -0.3404
H: 2.1990 0.1583 1.4136
H: 1.7828 -1.4307 0.7402
H: -0.2531 -0.3711 1.6554
H: 0.0213 1.0764 -1.2098
H: -0.6053 -1.6066 -0.7047
H: -1.0295 1.4083 0.2818
H: -2.5809 -0.0948 -1.3777

Output
Calculated total energy = -307.54142 hartree
Frontier orbital gap = 9.7 eV
Charge = 0
ΔE to the lowest compared entry with this formula, charge and spin = 449.0 kJ/mol
Spin multiplicity = 1

---

Computed, not measured: a 8-piece molecular cluster, C26H62Cl10N6O4P2 overall at a distorted geometry, with ωB97M-V/def2-TZVPD.

Positions of all 110 atoms, in Å:
C: 1.7372 6.8434 -0.6662
N: 0.9213 5.6382 -0.5736
C: -0.4830 5.8160 -0.9073
P: 1.5387 4.0518 -0.6798
O: 0.5908 2.9455 -0.3802
N: 2.0061 4.0834 -2.3394
C: 2.8575 5.1264 -2.9438
C: 1.1523 3.4094 -3.3159
N: 3.0137 3.9898 0.2056
C: 3.9568 2.9289 -0.1047
C: 3.0960 4.4988 1.5768
H: 1.5400 7.6088 0.0843
H: 1.6101 7.2928 -1.6511
H: 2.7956 6.5827 -0.6566
H: -1.0057 4.8641 -1.0015
H: -0.6196 6.2614 -1.8927
H: -0.9419 6.3771 -0.0933
H: 3.3181 4.6702 -3.8200
H: 2.2754 5.9712 -3.3121
H: 3.6944 5.4598 -2.3302
H: 0.1885 3.9124 -3.3951
H: 1.5384 3.3203 -4.3313
H: 0.9555 2.3566 -3.1134
H: 4.9238 3.3046 0.2297
H: 3.6563 1.9493 0.2672
H: 4.0205 2.7087 -1.1703
H: 3.3853 5.5498 1.5777
H: 3.8679 4.0921 2.2301
H: 2.0879 4.4318 1.9858
C: -2.0602 -4.7494 -3.5774
N: -2.9676 -5.4203 -2.7328
C: -3.0955 -6.8590 -2.9288
P: -3.5225 -4.6168 -1.3326
O: -3.7825 -3.1825 -1.5416
N: -4.8607 -5.5795 -0.8652
C: -5.9292 -5.9272 -1.7758
C: -5.3291 -5.5802 0.5066
N: -2.2622 -4.8971 -0.1810
C: -1.7860 -6.2704 -0.0765
C: -1.2324 -3.8834 0.1636
H: -1.0884 -4.7094 -3.0853
H: -2.3674 -3.7039 -3.6014
H: -1.9713 -5.3318 -4.4945
H: -3.6746 -7.0729 -3.8271
H: -3.4245 -7.4352 -2.0640
H: -2.0818 -7.2041 -3.1324
H: -5.6435 -5.6655 -2.7946
H: -6.1231 -6.9998 -1.7758
H: -6.8678 -5.4226 -1.5468
H: -5.5323 -4.5549 0.8156
H: -6.2787 -6.1095 0.5857
H: -4.5069 -5.9250 1.1337
H: -1.3038 -6.5588 -1.0106
H: -1.0706 -6.3763 0.7390
H: -2.6798 -6.8514 0.1505
H: -1.6529 -2.8896 0.3170
H: -0.5783 -3.7781 -0.7020
H: -0.5893 -4.1428 1.0046
O: 7.2968 0.2616 2.6099
C: 6.1888 -0.1224 2.9457
C: 4.8827 0.2937 2.3239
C: 3.9347 -0.1842 3.3994
C: 4.6650 -1.4342 3.9366
O: 6.0337 -1.0927 3.8679
H: 5.0786 1.3619 2.2306
H: 4.7892 -0.2330 1.3742
H: 3.8324 0.5236 4.2221
H: 2.9819 -0.4795 2.9601
H: 4.4215 -1.6616 4.9744
H: 4.5747 -2.2762 3.2503
Cl: -3.9783 3.4283 -1.4654
C: -3.9956 3.0424 0.2710
C: -2.5855 3.1766 0.8274
Cl: -2.6463 2.8970 2.5580
H: -4.2957 1.9948 0.2433
H: -4.7361 3.6047 0.8400
H: -2.3520 4.2378 0.7421
H: -1.7997 2.5442 0.4143
Cl: -5.7341 -1.5334 2.1208
C: -4.1213 -1.0143 2.6325
C: -3.2931 -2.2819 2.8952
Cl: -4.0307 -3.4247 4.1401
H: -4.2959 -0.3518 3.4803
H: -3.6203 -0.4676 1.8335
H: -2.3881 -1.9327 3.3921
H: -3.1405 -2.8255 1.9628
Cl: -1.6529 0.1378 5.3214
C: -0.0534 0.7579 5.6658
C: 0.1474 2.2061 5.0228
Cl: 0.3754 2.0317 3.3263
H: 0.6013 -0.0128 5.2590
H: 0.0316 0.8405 6.7493
H: 1.0207 2.6793 5.4716
H: -0.7397 2.8373 5.0748
Cl: 1.9997 1.3136 -5.8710
C: 3.0522 0.3348 -4.7545
C: 4.3357 1.1098 -4.3549
Cl: 5.3315 0.1250 -3.2298
H: 3.3819 -0.5647 -5.2744
H: 2.4642 -0.0843 -3.9380
H: 3.9540 2.0197 -3.8917
H: 4.9226 1.3159 -5.2500
Cl: -1.4555 -0.0533 -0.0778
C: 0.3188 -0.1117 0.3636
C: 1.1663 -0.1716 -0.8851
Cl: 2.7964 -0.8304 -0.6020
H: 0.4577 -0.9361 1.0630
H: 0.4808 0.7902 0.9538
H: 1.2542 0.7755 -1.4174
H: 0.7272 -0.9091 -1.5569

Output
Calculated total energy = -6942.04384 hartree
Frontier orbital gap = 8.6 eV
SMILES = CN(C)P(=O)(N(C)C)N(C)C.CN(C)P(=O)(N(C)C)N(C)C.O=C1CCCO1.ClCCCl.ClCCCl.ClCCCl.ClCCCl.ClCCCl
Charge = 0
Spin multiplicity = 1

---

Computed, not measured: C42H52BHfN9O2S4 as an isolated structure at a distorted geometry, with ωB97M-V/def2-TZVPD.

Positions of all 111 atoms, in Å:
Hf: -0.1497 -0.3621 -0.2227
S: 1.6068 -1.9801 0.8273
C: 2.7268 -0.7855 1.4262
C: 4.0835 -1.0511 1.3605
C: 5.0177 -0.1494 1.8649
C: 6.3848 -0.3928 1.6531
N: 7.4873 -0.6028 1.4048
C: 4.5687 1.0157 2.5229
C: 3.2101 1.2905 2.5661
C: 2.2770 0.4393 1.9773
S: 0.6250 0.9525 1.9169
C: 5.4845 1.9091 3.1143
N: 6.2274 2.6434 3.5900
H: 4.4204 -1.9638 0.8886
H: 2.8493 2.1982 3.0284
C: 0.0813 -4.5623 2.4693
C: -1.1324 -3.6979 2.1263
C: -2.3949 -4.5523 1.9828
C: -1.4032 -2.6334 3.1580
C: -1.5138 -3.0110 4.4897
C: -1.9479 -2.1200 5.4489
C: -2.2466 -0.8215 5.0854
C: -2.1316 -0.3894 3.7696
C: -2.4487 1.0635 3.4700
C: -3.9411 1.3640 3.6531
C: -1.6131 1.9880 4.3597
C: -1.7167 -1.3184 2.7892
N: -1.6508 -0.8948 1.4318
C: -2.7524 -0.3746 0.9689
C: -2.8635 0.5501 -0.0823
C: -4.0572 1.2233 -0.3917
C: -3.7253 2.2095 -1.2930
C: -2.3413 2.1255 -1.5152
N: -1.8013 1.1137 -0.7872
C: -1.6414 3.0700 -2.4695
C: -2.2907 2.9593 -3.8614
C: -1.8155 4.5136 -1.9652
C: -0.1452 2.8162 -2.5994
H: 0.1906 -5.3518 1.7277
H: -0.0235 -5.0371 3.4405
H: 0.9832 -3.9538 2.4808
H: -0.9433 -3.2118 1.1651
H: -2.6337 -5.0534 2.9175
H: -2.2493 -5.2999 1.2099
H: -3.2364 -3.9234 1.7025
H: -1.2985 -4.0300 4.7769
H: -2.0742 -2.4428 6.4725
H: -2.5904 -0.1321 5.8433
H: -2.1810 1.2937 2.4334
H: -4.2513 1.1692 4.6777
H: -4.5519 0.7512 2.9931
H: -4.1358 2.4095 3.4211
H: -1.8727 1.8707 5.4084
H: -1.7781 3.0262 4.0791
H: -0.5579 1.7625 4.2328
H: -3.6869 -0.5829 1.4950
H: -5.0219 1.0214 0.0303
H: -4.3933 2.9214 -1.7368
H: -3.3613 3.1411 -3.8174
H: -2.1260 1.9749 -4.2913
H: -1.8535 3.6968 -4.5321
H: -2.8642 4.7859 -1.8770
H: -1.3427 5.2073 -2.6614
H: -1.3459 4.6303 -0.9902
H: 0.0660 1.8113 -2.9513
H: 0.3526 2.9693 -1.6449
H: 0.2856 3.5177 -3.3128
C: -1.9679 -0.7076 -3.3999
N: -0.5408 -0.5547 -3.5289
C: 0.0874 -0.5414 -4.7430
C: 1.4145 -0.6349 -4.4913
N: 1.5819 -0.7134 -3.1426
B: 2.8864 -1.2917 -2.5310
N: 3.9063 -0.2122 -2.1402
C: 5.2503 -0.2983 -2.3846
C: 5.8674 0.7480 -1.7904
N: 4.8948 1.4852 -1.1646
C: 5.1154 2.7016 -0.4390
C: 3.7000 0.8788 -1.3879
S: 2.2246 1.4686 -0.8332
C: 0.3831 -0.6230 -2.5289
S: 0.0228 -3.2009 -1.6150
H: -2.4200 -0.5792 -4.3827
H: -2.3872 0.0268 -2.7159
H: -2.2115 -1.7072 -3.0281
H: -0.4496 -0.4762 -5.6653
H: 2.2453 -0.6771 -5.1631
H: 2.5773 -1.9065 -1.5524
H: 3.3966 -1.9858 -3.3588
H: 5.6511 -1.0886 -2.9855
H: 6.9024 1.0148 -1.7321
H: 5.8840 2.5529 0.3210
H: 4.1793 2.9924 0.0366
H: 5.4353 3.4965 -1.1172
O: -1.0551 -5.4238 -0.6033
C: -0.0814 -4.8544 -1.0290
O: -1.0443 -2.3184 -0.9121
C: 1.2827 -5.5734 -1.1395
N: 2.3930 -4.6828 -0.6767
C: 3.5132 -4.8123 -1.6329
C: 2.7930 -5.0312 -2.9542
C: 1.6605 -5.9811 -2.5734
H: 1.2204 -6.4505 -0.4886
H: 2.6659 -4.8661 0.2918
H: 2.0488 -3.6806 -0.6796
H: 4.1175 -5.6807 -1.3669
H: 4.1275 -3.9121 -1.6374
H: 3.4387 -5.4550 -3.7196
H: 2.3924 -4.0827 -3.3039
H: 2.0163 -7.0108 -2.5764
H: 0.8066 -5.9128 -3.2437

Output
Calculated total energy = -3940.74128 hartree
Frontier orbital gap = 7.0 eV
Charge = 0
ΔE to the lowest compared entry with this formula, charge and spin = 201.5 kJ/mol
Spin multiplicity = 1